Here is a molecular structure, C32H44HfN4P2Si from the Open Molecules 2025 dataset. Energies are from the ωB97M-V functional and the def2-TZVPD basis.

Summary:
- Energy above the lowest of the compared OMol25 structures with the same formula, charge and spin: 98.6 kcal per mole
- Total charge: +2
- LUMO level: -8.2 eV

```
84
Properties=species:S:1:pos:R:3:mulliken_charge:R:1
Hf -0.3328 1.6060 -0.9046 1.57
C -1.7631 1.8128 -3.9293 -0.39
C -1.7170 0.4798 -3.7973 -0.43
C -0.5754 -0.3631 -4.3027 -0.75
C 0.7637 0.4028 -4.3554 -2.27
C 0.9813 1.1209 -3.0673 0.04
C 0.7686 2.4898 -2.7823 0.23
C 0.1611 3.3362 -3.9505 -1.11
C -0.8625 2.6502 -4.7958 -0.96
C 0.6952 3.1414 0.4034 -1.60
H -2.5483 2.4000 -3.4400 0.38
H -2.5988 -0.0870 -3.4549 0.94
H -0.8390 -0.7974 -5.2794 0.54
H -0.5088 -1.2611 -3.6640 0.41
H 1.5346 -0.3432 -4.5164 0.57
H 0.8253 1.0207 -5.2568 0.53
H 1.7089 0.5538 -2.4775 0.85
H 1.6039 3.0409 -2.3174 0.55
H 0.9619 3.7372 -4.5413 0.46
H -0.2531 4.2454 -3.5314 0.48
H -1.4674 3.4064 -5.2892 0.53
H -0.4375 2.0996 -5.6268 0.30
H -0.1138 3.4645 1.1120 0.37
H 1.1901 4.0342 -0.0755 0.37
H 1.4750 2.6439 1.0571 0.44
P 1.4111 -0.5457 -0.3518 1.05
P -1.3261 -1.6911 0.9135 -0.11
N 3.2118 0.1881 -1.0566 0.33
N 2.4581 -1.6071 0.6833 0.78
N -1.9699 -0.0496 0.2521 -0.03
N -2.8301 -2.2966 1.3140 0.50
C 0.4864 -1.8948 -1.2159 -0.85
C -0.9713 -2.2950 -0.7595 -0.84
C 3.4680 1.5540 -1.1368 -0.79
C 4.6156 1.7898 -1.9034 -0.71
C 5.1284 0.5074 -2.2696 -0.83
C 4.2451 -0.4546 -1.7383 -0.67
C 3.2490 -1.1062 1.7302 -0.56
C 4.0852 -2.1213 2.1870 -0.85
C 3.8481 -3.2846 1.3811 -0.74
C 2.8709 -2.9259 0.4473 -0.59
C -2.1540 1.0914 1.0416 0.00
C -2.7978 2.0784 0.2733 -1.42
C -3.0923 1.4996 -1.0013 -1.45
C -2.5816 0.1785 -0.9884 0.43
C -3.8467 -2.4633 0.3762 -0.14
C -4.9938 -2.8776 1.0192 -0.85
C -4.6992 -2.9471 2.4268 -0.63
C -3.3738 -2.5174 2.6002 -0.12
H 1.0621 -2.8378 -1.2745 0.67
H 0.5253 -1.6039 -2.2618 -0.14
H -1.7257 -2.0151 -1.5190 0.28
H -0.9583 -3.4107 -0.6892 0.71
H 2.8645 2.2873 -0.6318 0.70
H 5.0163 2.7560 -2.1603 0.51
H 6.0144 0.3118 -2.8511 0.47
H 4.3131 -1.5346 -1.7527 0.51
H 3.1058 -0.0935 2.0909 0.45
H 4.8211 -2.0359 2.9688 0.51
H 4.3448 -4.2321 1.4121 0.51
H 2.4064 -3.5165 -0.3133 0.51
H -2.2436 0.9999 2.1355 0.51
H -3.3240 2.9258 0.6797 0.61
H -3.8422 1.8839 -1.7204 0.68
H -2.8856 -0.6913 -1.5909 0.34
H -3.6777 -2.2937 -0.6727 0.40
H -5.9116 -3.1712 0.5413 0.47
H -5.3370 -3.3209 3.2112 0.46
H -2.7820 -2.3559 3.4838 0.14
C 1.1203 -0.9903 5.2159 -1.09
Si -0.2640 0.0692 4.5328 0.26
C -1.7338 -0.8756 5.3568 -1.27
C -0.5059 1.5264 5.7148 -1.09
C -0.1618 0.1635 2.6070 -0.19
C 0.2169 0.6277 1.4595 -0.18
H 0.8564 -1.1865 6.2476 0.36
H 2.0973 -0.4938 5.1960 0.36
H 1.2035 -1.9497 4.6868 0.33
H -1.5277 -0.7896 6.4402 0.46
H -2.6706 -0.3490 5.0988 0.36
H -1.7547 -1.9258 5.0096 0.33
H 0.3583 2.2002 5.7920 0.36
H -1.3766 2.1027 5.3915 0.35
H -0.7367 1.1751 6.7245 0.32
```

=====

Here is a molecular structure, C32H44N2O2PtSSe from the Open Molecules 2025 dataset. Energies are from the ωB97M-V functional and the def2-TZVPD basis.

Summary:
- Spin multiplicity: 3
- ⟨S²⟩: 2.02
- Energy above the lowest of the compared OMol25 structures with the same formula, charge and spin: 8.0 kcal per mole
- LUMO level (alpha / beta): -0.6 / -1.7 eV

```
83
Properties=species:S:1:pos:R:3:mulliken_charge:R:1
Pt 0.3336 0.1578 -0.0657 2.82
C 4.4590 3.6066 5.4922 -1.65
C 2.9295 3.6927 5.3888 1.85
C 2.3128 3.4220 6.7690 -1.61
C 2.5560 5.1146 4.9692 -2.08
C 2.4220 2.6536 4.3933 -0.49
C 1.7139 2.9732 3.2511 -0.20
C 1.2738 1.9637 2.4064 -0.55
Se 0.1769 2.4691 0.9193 -0.27
C -1.5666 2.0927 1.6337 0.17
C -2.1484 3.0713 2.4321 -0.37
C -3.3965 2.8618 2.9809 -0.70
C -4.0024 1.6339 2.6936 0.30
C -3.4433 0.6251 1.9261 -0.57
C -2.1723 0.8641 1.3321 1.03
O -1.6273 -0.0208 0.5205 -2.09
C -4.2511 -0.6667 1.6986 2.13
C -3.3954 -1.9106 1.4153 -1.80
C -5.1890 -0.4368 0.5033 -1.58
C -5.0985 -1.0065 2.9374 -1.97
C -4.1068 3.8765 3.8728 1.97
C -4.3819 3.2484 5.2471 -1.61
C -3.2672 5.1362 4.0840 -2.19
C -5.4385 4.2851 3.2273 -1.66
C 1.5075 0.5995 2.6220 1.58
O 1.0276 -0.3365 1.8223 -1.70
C 2.2609 0.2610 3.7783 -0.70
C 2.6633 1.2950 4.6107 0.06
C 2.5913 -1.1799 4.2130 2.14
C 2.4586 -2.2429 3.1145 -1.96
C 4.0419 -1.2593 4.7195 -1.84
C 1.6389 -1.5573 5.3593 -1.50
H 4.8303 4.3387 6.2137 0.47
H 4.9220 3.8098 4.5245 0.35
H 4.7822 2.6170 5.8185 0.30
H 2.6703 4.1577 7.4942 0.47
H 2.5777 2.4304 7.1394 0.30
H 1.2236 3.4839 6.7227 0.34
H 2.9376 5.8233 5.7068 0.44
H 1.4729 5.2438 4.9113 0.30
H 2.9903 5.3747 4.0013 0.37
H 1.4813 4.0001 2.9984 0.55
H -1.6001 3.9878 2.6117 0.42
H -4.9828 1.4577 3.1156 0.18
H -2.8983 -1.8587 0.4520 0.19
H -4.0486 -2.7870 1.4247 0.51
H -2.6272 -2.0482 2.1788 0.36
H -4.6101 -0.2024 -0.3934 0.31
H -5.8709 0.3949 0.6956 0.29
H -5.7819 -1.3337 0.3050 0.42
H -4.4657 -1.1086 3.8216 0.42
H -5.6066 -1.9585 2.7717 0.49
H -5.8703 -0.2677 3.1515 0.36
H -3.4472 2.9512 5.7271 0.35
H -5.0127 2.3618 5.1634 0.32
H -4.8920 3.9647 5.8964 0.46
H -2.3125 4.9054 4.5621 0.38
H -3.8075 5.8294 4.7316 0.45
H -3.0682 5.6480 3.1395 0.37
H -6.0939 3.4248 3.0834 0.29
H -5.2676 4.7461 2.2521 0.35
H -5.9629 5.0048 3.8613 0.46
H 3.2116 1.0278 5.5056 0.24
H 3.0608 -1.9943 2.2392 0.40
H 1.4308 -2.3697 2.7886 0.26
H 2.8157 -3.1944 3.5167 0.50
H 4.7404 -0.9422 3.9424 0.39
H 4.2748 -2.2925 4.9855 0.48
H 4.2186 -0.6512 5.6065 0.37
H 0.6011 -1.5169 5.0216 0.28
H 1.7485 -0.8736 6.2042 0.31
H 1.8484 -2.5723 5.7071 0.43
S 2.2164 0.0859 -1.4694 -0.46
C 0.7827 0.5472 -2.3051 0.35
N 0.6335 1.8796 -2.6783 -0.04
C -0.5257 2.3530 -3.1810 -0.23
C -1.5160 1.4845 -3.4935 -0.52
C -1.2243 0.1070 -3.3434 -0.03
N -0.1247 -0.3535 -2.8072 -0.52
H 1.3727 2.5063 -2.3969 0.28
H -0.5897 3.4225 -3.3240 0.41
H -2.4579 1.8227 -3.8953 0.44
H -1.9314 -0.6358 -3.6960 0.43
```

=====

Here is C32H44N4O5 in the gas phase from the Open Molecules 2025 dataset. Energies are from the ωB97M-V functional and the def2-TZVPD basis.

Summary:
- SMILES: CC(C)c1ccc(NC(=O)[C@@H]2[C@@H]3C=C[C@]4(O3)[C@H](C(=O)NC3CCCCC3)N(CCCN3CCOCC3)C(=O)[C@@H]24)cc1
- Energy above the lowest of the compared OMol25 structures with the same formula, charge and spin: 6.7 kcal per mole
- LUMO level: 0.5 eV

```
85
Properties=species:S:1:pos:R:3:mulliken_charge:R:1
C -7.6561 -0.5660 -3.4904 -1.45
H -6.9850 0.1162 -4.0077 0.36
H -8.5647 -0.6721 -4.0793 0.43
H -7.1734 -1.5379 -3.4257 0.29
C -7.9875 -0.0298 -2.0959 0.20
C -6.7277 0.2003 -1.2983 0.87
C -5.8769 -0.8507 -0.9730 -0.17
C -4.7258 -0.6331 -0.2445 -1.34
C -4.3922 0.6512 0.1795 0.88
C -5.2326 1.7107 -0.1400 -0.37
C -6.3833 1.4753 -0.8700 -1.01
H -7.0280 2.3088 -1.1106 0.27
H -4.9830 2.7076 0.1820 0.52
N -3.2134 0.8063 0.9192 -0.02
C -2.6419 1.9412 1.3933 0.27
O -3.0684 3.0676 1.2628 -0.69
C -1.3524 1.6132 2.1299 -0.36
C -0.2848 0.9882 1.2239 -0.15
C 0.1640 -0.4195 1.5641 0.17
O -0.5631 -1.3790 1.7127 -0.80
N 1.5065 -0.4037 1.6935 0.27
C 2.2757 -1.5831 2.0039 -1.30
C 3.1216 -2.0643 0.8230 0.37
H 3.9649 -1.3837 0.6854 0.14
H 2.5183 -2.0159 -0.0842 0.40
C 3.6507 -3.5011 1.0194 -1.49
N 2.8733 -4.5731 0.4397 0.09
C 1.5275 -4.7286 0.9636 -0.28
C 0.9655 -6.0586 0.4555 -0.86
O 0.9510 -6.1103 -0.9518 -0.40
C 2.2469 -5.9195 -1.4664 -0.76
C 2.8361 -4.5830 -1.0110 -0.42
H 3.8536 -4.4815 -1.3945 0.42
H 2.2168 -3.7683 -1.4226 0.22
H 2.1536 -5.9525 -2.5533 0.36
H 2.9054 -6.7345 -1.1286 0.38
H -0.0691 -6.1878 0.7774 0.37
H 1.5803 -6.8824 0.8498 0.40
H 1.5715 -4.7518 2.0545 0.40
H 0.8556 -3.9164 0.6433 0.20
H 4.6494 -3.5763 0.5797 0.42
H 3.7430 -3.7086 2.0902 0.42
H 2.9179 -1.3732 2.8678 0.12
H 1.5461 -2.3447 2.2850 0.57
C 2.1304 0.8796 1.4382 0.06
C 0.9632 1.8444 1.5854 1.22
C 0.7608 3.1588 0.8679 -0.76
C -0.2163 3.7518 1.5448 -0.89
H -0.7374 4.6652 1.3461 0.50
C -0.5426 2.8230 2.6954 -0.13
H -0.9524 3.2724 3.5941 0.65
O 0.7104 2.2005 2.9395 -0.67
H 1.2470 3.4440 -0.0431 0.37
H 2.9106 1.0745 2.1811 0.71
C 2.6671 0.9716 -0.0005 -0.41
O 2.1306 0.3939 -0.9201 -0.70
N 3.7420 1.7684 -0.1302 0.03
H 4.1085 2.2495 0.6764 0.40
C 4.3751 2.0492 -1.4061 -0.29
C 5.8328 1.5868 -1.3907 -0.66
C 6.4919 1.8723 -2.7370 -0.70
C 6.4113 3.3595 -3.0670 -0.70
C 4.9580 3.8230 -3.0785 -0.84
C 4.2943 3.5406 -1.7336 -0.50
H 3.2491 3.8547 -1.7600 0.21
H 4.7998 4.1097 -0.9487 0.34
H 4.9079 4.8916 -3.2948 0.39
H 4.4151 3.2954 -3.8651 0.35
H 6.8677 3.5484 -4.0399 0.33
H 6.9690 3.9288 -2.3199 0.31
H 7.5346 1.5510 -2.7110 0.37
H 5.9833 1.2998 -3.5151 0.32
H 5.8741 0.5184 -1.1703 0.28
H 6.3703 2.1182 -0.6006 0.35
H 3.8135 1.4752 -2.1499 0.34
H -0.5336 1.0447 0.1621 0.49
H -1.5784 0.9396 2.9631 0.58
H -2.7151 -0.0593 1.0988 -0.02
H -4.0742 -1.4603 0.0007 0.40
H -6.1116 -1.8554 -1.2909 0.28
C -8.9341 -0.9806 -1.3603 -1.46
H -8.4868 -1.9655 -1.2528 0.29
H -9.1603 -0.5964 -0.3681 0.36
H -9.8658 -1.0858 -1.9121 0.44
H -8.4964 0.9336 -2.2133 0.40
```

=====

Here is a molecular structure, C32H44N7O2S2Sc from the Open Molecules 2025 dataset. Energies are from the ωB97M-V functional and the def2-TZVPD basis.

Summary:
- Energy above the lowest of the compared OMol25 structures with the same formula, charge and spin: 15.4 kcal per mole
- LUMO level: 0.4 eV

```
88
Properties=species:S:1:pos:R:3:mulliken_charge:R:1
Sc -0.1748 -0.0059 0.1761 -2.03
C 3.3707 1.3951 -1.3462 -1.01
C 3.1941 0.2831 -2.3812 -0.56
C 1.9986 -0.6561 -2.1536 -1.13
N 0.7517 0.0333 -1.8444 2.39
C 0.1678 0.7566 -2.7926 1.04
C 0.5699 0.7251 -4.1411 -0.74
C 0.2091 1.4821 -5.2504 -0.62
C -0.6146 2.5825 -5.3493 -0.61
C -1.3504 3.1234 -4.2986 -0.54
C -1.5366 2.6518 -3.0208 -0.83
C -1.0445 1.4976 -2.3435 0.77
N -1.5613 1.0611 -1.2211 0.20
C -2.8835 1.4966 -0.8017 -1.37
C -2.8782 2.4333 0.4040 -0.37
C -2.2659 1.7534 1.6279 -1.32
N -0.8322 1.5826 1.4905 0.47
C 0.0280 2.3316 2.1468 1.40
C -0.3587 3.4619 2.9074 -1.21
C 0.3387 4.2714 3.7813 -0.74
C 1.6610 4.2173 4.1951 -0.77
C 2.6061 3.3195 3.7327 -0.77
C 2.5112 2.3298 2.7695 -0.55
C 1.4330 1.8729 1.9818 1.27
N 1.5667 0.9338 1.0616 1.31
C 2.8282 0.2311 0.9024 -0.53
C 3.8603 0.9532 0.0321 -0.58
H 2.4350 1.9489 -1.2394 0.03
H 4.1003 2.1031 -1.7482 0.55
H 4.1057 -0.3244 -2.4220 0.35
H 3.0940 0.7541 -3.3612 0.50
H 2.2102 -1.3349 -1.3275 -0.90
H 1.8886 -1.3119 -3.0289 0.56
H 1.3056 -0.0356 -4.3657 0.33
H 0.6969 1.1771 -6.1708 0.34
H -0.6807 3.0753 -6.3107 0.33
H -1.8811 4.0437 -4.5207 0.35
H -2.1810 3.2695 -2.4084 0.33
H -3.4304 0.5915 -0.5102 0.27
H -3.4429 1.9376 -1.6289 0.68
H -3.9128 2.7115 0.6241 0.47
H -2.3274 3.3509 0.1774 0.26
H -2.7040 0.7509 1.7243 0.06
H -2.5380 2.2760 2.5451 0.76
H -1.3939 3.7490 2.7854 0.25
H -0.2556 5.0652 4.2225 0.32
H 1.9815 4.9421 4.9323 0.33
H 3.5933 3.4168 4.1735 0.34
H 3.4428 1.8121 2.5918 0.26
H 2.5970 -0.7446 0.4689 -1.22
H 3.2647 -0.0007 1.8794 1.00
H 4.7290 0.2942 -0.0834 0.20
H 4.2099 1.8395 0.5680 0.51
C 0.8336 -2.1080 4.1273 -0.95
O 0.8927 -1.4194 2.8779 0.02
C -0.2608 -1.3060 2.1288 0.79
O -1.3092 -1.7205 2.6072 -0.74
H 0.9638 -1.3941 4.9418 0.26
H 1.6453 -2.8353 4.1474 0.21
H -0.1218 -2.6142 4.2415 0.36
S -3.2022 -3.7635 -0.7389 -0.22
C -2.1150 -3.5153 -2.0360 -0.26
C -1.3221 -2.4519 -1.7681 -1.01
N -1.5610 -1.8392 -0.5588 0.84
C -2.5210 -2.4373 0.0895 -0.37
H -2.1065 -4.1467 -2.9083 0.44
H -0.5506 -2.0592 -2.4110 0.24
H -2.8039 -2.1633 1.0957 0.39
C 6.3958 -2.2039 1.0309 -0.94
C 5.4466 -3.3870 0.9328 -0.61
N 4.0579 -2.9758 0.7274 0.15
C 3.1923 -3.5455 -0.1490 -0.14
S 1.5738 -3.7133 0.2357 -0.25
N 3.6758 -3.9554 -1.3510 -0.04
C 4.7351 -3.2933 -2.1127 0.07
C 5.7473 -4.2801 -2.6730 -1.44
H 7.4120 -2.5478 1.2288 0.39
H 6.0987 -1.5379 1.8430 0.29
H 6.4017 -1.6206 0.1085 0.20
H 5.4990 -3.9759 1.8524 0.43
H 5.7359 -4.0537 0.1250 0.21
H 3.5737 -2.6685 1.5598 0.19
H 2.9477 -4.3814 -1.9043 0.37
H 5.2166 -2.5585 -1.4729 -0.06
H 4.2795 -2.7329 -2.9341 0.30
H 6.2582 -4.8230 -1.8765 0.32
H 6.4952 -3.7579 -3.2716 0.38
H 5.2544 -5.0135 -3.3130 0.33
```

=====

Here is 2 unconnected molecules or ions with the total composition C32H45NO6P from the Open Molecules 2025 dataset. Energies are from the ωB97M-V functional and the def2-TZVPD basis.

Summary:
- Spin multiplicity: 2
- ⟨S²⟩: 0.75
- LUMO level (alpha / beta): -0.9 / -0.9 eV

```
85
Properties=species:S:1:pos:R:3:mulliken_charge:R:1
C -3.6469 5.0371 0.9031 -1.21
C -3.0019 4.0082 1.9144 -0.39
C -3.5241 2.5426 1.7279 0.25
C -3.0941 1.6827 2.9926 -1.22
C -1.9026 0.7173 2.6693 -0.67
C -0.6523 1.4434 2.0523 -0.19
C 0.3373 0.3639 1.4826 -1.18
C 0.3467 0.2443 -0.0917 -0.27
C -1.1077 0.4420 -0.6230 -1.11
C -1.3050 0.0584 -2.1555 2.73
P -0.6205 -1.6548 -2.5103 1.36
O -0.9786 -2.6137 -1.4017 -0.87
O 1.0578 -1.5741 -2.7135 -0.58
O -1.2007 -2.2985 -3.9404 -0.57
C -0.4427 1.0882 -2.9975 -2.44
C -1.3330 2.1679 -3.6896 1.70
C -1.9351 3.2379 -2.7225 -1.40
C -0.3678 2.9588 -4.6711 -1.60
N -2.3132 1.4720 -4.5607 0.39
O -2.9660 2.4253 -5.1946 -0.60
C -3.3298 0.6820 -3.8118 1.40
C -3.7387 -0.5219 -4.7659 -1.37
C -4.6862 1.4519 -3.5548 -1.38
C -2.8546 0.0986 -2.4259 -2.42
H -4.3768 5.6449 1.4828 0.34
H -2.8468 5.7211 0.5541 0.28
H -4.1830 4.5512 0.0624 0.27
H -3.2677 4.2957 2.9573 0.39
H -1.8983 4.0962 1.8430 0.26
H -4.6302 2.5355 1.5991 0.63
H -3.0721 2.0431 0.8395 -0.54
H -3.9860 1.1583 3.3952 0.33
H -2.7337 2.3456 3.8156 0.44
H -1.5580 0.3032 3.6490 0.49
H -2.1900 -0.1604 2.0546 0.28
H -0.9020 2.2587 1.3477 -0.01
H -0.1307 1.9278 2.9139 0.52
H 0.0876 -0.6209 1.9401 0.41
H 1.3689 0.6088 1.8299 0.38
H 0.7898 -0.7406 -0.3345 0.08
H 0.9730 1.0972 -0.4509 0.27
H -1.8478 -0.1724 -0.0701 0.26
H -1.4673 1.4939 -0.5583 -0.13
H 1.4045 -0.7581 -2.3330 0.38
H -0.7896 -1.7671 -4.6402 0.34
H 0.1399 0.5487 -3.7852 0.68
H 0.3120 1.6404 -2.3972 0.49
H -1.1080 3.5507 -2.0385 0.38
H -2.6987 2.7812 -2.0539 -0.05
H -2.3052 4.1299 -3.2579 0.43
H 0.6751 2.9817 -4.2967 0.36
H -0.7546 3.9797 -4.8560 0.34
H -0.3505 2.4245 -5.6491 0.41
H -4.2914 -1.2932 -4.1958 0.34
H -4.4220 -0.0987 -5.5401 0.45
H -2.8730 -0.9233 -5.3273 0.24
H -4.5407 2.4640 -3.1366 0.29
H -5.3015 0.8521 -2.8397 0.36
H -5.2901 1.4890 -4.4860 0.33
H -3.2796 -0.9259 -2.3385 0.66
H -3.3544 0.6971 -1.6276 0.31
C 6.1677 -4.8818 6.3288 -0.46
C 6.8653 -3.6781 6.2783 -0.46
C 6.6690 -2.8040 5.2191 -0.56
C 5.7818 -3.1359 4.1986 0.23
C 5.1003 -4.3532 4.2374 0.18
C 5.2876 -5.2200 5.3112 -0.56
C 4.1881 -4.7435 3.1340 0.55
O 3.5913 -5.8022 3.1698 -0.66
C 4.0251 -3.8217 1.9835 0.28
C 3.2169 -4.1963 0.9125 -0.78
C 3.0478 -3.3357 -0.1627 -0.32
C 3.6766 -2.0936 -0.1683 -0.41
C 4.4866 -1.7177 0.8934 -0.74
C 4.6709 -2.5842 1.9677 0.23
C 5.5665 -2.1858 3.0801 0.58
O 6.1192 -1.1017 3.0739 -0.68
H 6.3153 -5.5592 7.1610 0.40
H 7.5612 -3.4211 7.0675 0.40
H 7.2091 -1.8665 5.1854 0.46
H 4.7507 -6.1590 5.3507 0.47
H 2.7230 -5.1594 0.9149 0.48
H 2.4231 -3.6271 -0.9984 0.43
H 3.5377 -1.4187 -1.0046 0.46
H 4.9777 -0.7529 0.8835 0.47
```